# 1
Here is a structure of composition C64H66BrN8O2S4Si2Ti from the OMol25 dataset. Energies are from ωB97M-V with the def2-TZVPD basis set.

Each line ends with the Mulliken charge.
Atoms and positions in Å:
Ti (-0.83, -0.62, -0.84)  -0.6036
O (-4.80, -0.02, -2.47)  -0.6931
C (-4.54, 0.12, -3.79)  0.3927
C (-5.61, 0.13, -4.68)  -0.5929
C (-5.38, 0.26, -6.04)  -0.5470
C (-4.09, 0.37, -6.53)  -0.9180
C (-3.02, 0.35, -5.64)  -0.6011
C (-3.23, 0.23, -4.26)  -0.2303
C (-2.02, 0.35, -3.35)  -0.1829
O (-2.14, -0.34, -2.14)  1.3516
N (-1.82, 1.80, -3.06)  0.5235
N (-2.08, 2.26, -1.83)  -0.0277
C (-2.37, 3.50, -1.68)  -0.7399
C (-2.58, 4.08, -0.36)  0.0252
Br (-2.98, 2.86, 1.05)  -0.1317
C (-2.54, 5.38, -0.05)  -1.0123
C (-2.22, 6.50, -0.95)  0.6766
C (-1.33, 6.41, -2.02)  0.0053
C (-1.08, 7.50, -2.83)  -0.9654
C (-1.70, 8.72, -2.58)  -0.4629
C (-2.57, 8.83, -1.50)  -0.5804
C (-2.82, 7.73, -0.69)  -0.6450
H (-3.95, -0.10, -2.01)  -0.0060
H (-6.61, 0.04, -4.28)  0.4506
H (-6.22, 0.28, -6.72)  0.4017
H (-3.91, 0.46, -7.59)  0.4444
H (-2.00, 0.41, -6.01)  0.4493
H (-1.14, -0.01, -3.90)  -0.1424
H (-2.08, 2.40, -3.83)  0.4741
H (-2.48, 4.17, -2.53)  0.7632
H (-2.82, 5.66, 0.96)  0.4125
H (-0.81, 5.48, -2.21)  0.6524
H (-0.38, 7.41, -3.66)  0.3991
H (-1.51, 9.57, -3.22)  0.3933
H (-3.06, 9.77, -1.29)  0.3963
H (-3.50, 7.83, 0.15)  0.3932
C (-2.38, -3.14, -3.12)  -1.1843
Si (-0.75, -2.84, -2.20)  1.8610
C (-0.40, -4.49, -1.33)  -0.9630
C (0.57, -2.69, -3.56)  0.3266
C (0.70, -3.69, -4.53)  -0.7565
C (1.66, -3.61, -5.53)  -0.9395
C (2.51, -2.50, -5.58)  -0.9715
C (2.38, -1.50, -4.63)  -0.9059
C (1.42, -1.58, -3.62)  0.5284
Si (1.24, -0.20, -2.32)  2.5430
C (2.89, -0.14, -1.37)  -0.3712
C (1.30, 1.43, -3.28)  -1.4129
H (-2.57, -4.22, -3.22)  0.5770
H (-2.34, -2.71, -4.12)  0.3805
H (-3.23, -2.69, -2.61)  -0.1600
H (-0.65, -5.31, -2.01)  0.7660
H (-1.01, -4.60, -0.43)  -0.0562
H (0.65, -4.61, -1.05)  0.1854
H (0.05, -4.56, -4.51)  0.3583
H (1.74, -4.39, -6.28)  0.4278
H (3.25, -2.43, -6.37)  0.4213
H (3.05, -0.65, -4.69)  0.3495
H (3.67, -0.64, -1.95)  0.8740
H (2.82, -0.62, -0.40)  -0.9179
H (3.19, 0.90, -1.22)  0.5852
H (2.31, 1.57, -3.67)  0.5389
H (1.08, 2.28, -2.62)  0.1317
H (0.60, 1.47, -4.12)  0.2973
N (0.01, 0.99, 0.21)  -0.5049
S (0.85, 1.41, 1.31)  1.6059
N (2.13, 0.49, 1.82)  -0.0348
S (2.27, -0.55, 2.94)  1.3970
N (1.41, -1.83, 2.99)  -0.5912
S (0.90, -2.55, 1.57)  1.2365
N (0.20, -1.73, 0.61)  0.2052
C (2.38, -3.32, 0.95)  0.2061
C (3.27, -3.97, 1.81)  -0.1429
C (4.42, -4.52, 1.27)  -0.9166
C (4.67, -4.42, -0.10)  -1.0378
C (3.77, -3.78, -0.94)  -0.5957
C (2.61, -3.23, -0.41)  -0.1956
C (0.00, -3.86, 2.37)  0.7505
C (0.24, -5.19, 2.06)  -0.6946
C (-0.55, -6.16, 2.66)  -0.9255
C (-1.56, -5.80, 3.54)  -0.7727
C (-1.80, -4.46, 3.82)  -0.9718
C (-1.01, -3.48, 3.23)  -0.2284
C (4.00, -0.95, 2.85)  0.8025
C (4.76, -0.57, 1.76)  0.1202
C (6.09, -0.98, 1.71)  -0.8987
C (6.62, -1.74, 2.74)  -0.6407
C (5.84, -2.11, 3.83)  -0.7833
C (4.52, -1.72, 3.89)  -1.0723
C (2.12, 0.12, 4.57)  0.0326
C (2.85, 1.26, 4.85)  -0.4914
C (2.80, 1.79, 6.13)  -0.8429
C (2.01, 1.18, 7.10)  -0.6771
C (1.28, 0.04, 6.80)  -0.7758
C (1.33, -0.51, 5.53)  0.0566
C (-0.12, 1.70, 2.77)  1.0112
C (-1.08, 0.72, 3.02)  0.9987
C (-1.93, 0.88, 4.10)  -0.8256
C (-1.84, 2.01, 4.90)  -1.1831
C (-0.89, 2.99, 4.62)  -1.0844
C (-0.03, 2.84, 3.54)  -0.9635
C (1.74, 2.92, 1.03)  -0.3179
C (3.04, 3.13, 1.45)  -0.4066
C (3.65, 4.35, 1.18)  -1.1255
C (2.95, 5.34, 0.51)  -0.9370
C (1.64, 5.12, 0.09)  -0.4384
C (1.03, 3.90, 0.34)  0.0685
H (3.06, -4.05, 2.87)  0.5717
H (5.13, -5.03, 1.91)  0.4889
H (5.57, -4.86, -0.51)  0.4458
H (3.95, -3.71, -2.00)  0.6294
H (1.89, -2.72, -1.04)  -0.7129
H (1.02, -5.48, 1.37)  0.4598
H (-0.37, -7.21, 2.43)  0.4834
H (-2.18, -6.56, 4.00)  0.4168
H (-2.59, -4.17, 4.49)  0.4972
H (-1.20, -2.43, 3.43)  0.2630
H (4.32, 0.01, 0.97)  0.1505
H (6.70, -0.70, 0.86)  0.5187
H (7.66, -2.05, 2.69)  0.4483
H (6.27, -2.70, 4.63)  0.4391
H (3.89, -2.01, 4.73)  0.5068
H (3.46, 1.72, 4.09)  0.2263
H (3.37, 2.68, 6.37)  0.5042
H (1.98, 1.59, 8.10)  0.4245
H (0.67, -0.43, 7.56)  0.5177
H (0.77, -1.40, 5.27)  0.4451
H (-1.17, -0.13, 2.35)  -0.4250
H (-2.69, 0.13, 4.30)  0.6002
H (-2.51, 2.14, 5.73)  0.4878
H (-0.83, 3.88, 5.23)  0.5076
H (0.71, 3.61, 3.31)  0.6090
H (3.58, 2.35, 1.96)  0.3110
H (4.67, 4.52, 1.49)  0.5016
H (3.42, 6.29, 0.30)  0.4384
H (1.10, 5.90, -0.43)  0.5007
H (0.01, 3.70, 0.00)  0.1388
C (-6.23, -2.78, -1.14)  -0.9701
N (-4.90, -2.80, -0.55)  0.0854
C (-4.35, -1.79, 0.11)  0.1716
N (-5.07, -0.68, 0.29)  -0.2701
S (-2.76, -1.91, 0.73)  -0.5207
H (-6.43, -3.75, -1.58)  0.3777
H (-6.30, -2.03, -1.92)  0.2110
H (-6.99, -2.58, -0.38)  0.3486
H (-4.31, -3.60, -0.68)  0.3069
H (-5.86, -0.48, -0.30)  0.3341
H (-4.59, 0.11, 0.68)  0.0806

Properties
- LUMO: -0.080 Eh
- Orbital gap: 0.240 hartree
- Net charge: +1
- E_HOMO: -8.72 eV
- ΔE to the lowest compared entry with this formula, charge and spin: 97.3 kcal/mol

---

# 2
Here is a cluster of 10 separate species, C49H108NO11 in total at a distorted geometry from the OMol25 dataset. Energies are from ωB97M-V with the def2-TZVPD basis set.

Each line ends with the Löwdin spin population.
Atoms and positions in Å:
C (1.86, 5.32, -0.38)  0.0000
O (2.63, 4.19, 0.17)  0.0000
C (2.17, 2.96, -0.56)  0.0000
C (1.52, 1.90, 0.56)  -0.0001
C (0.21, 1.12, -0.14)  0.0027
C (-0.40, 0.00, 0.86)  0.0000
C (-1.25, -1.22, 0.20)  -0.0007
C (-2.68, -1.32, 0.99)  0.0007
C (-2.63, -1.60, 2.59)  0.0002
C (-4.12, -1.71, 3.35)  -0.0001
C (-4.30, -1.97, 4.96)  0.0001
C (-3.00, -2.18, 5.96)  -0.0001
C (-3.22, -2.43, 7.57)  0.0000
C (-1.51, -2.08, 5.21)  0.0001
C (-1.34, -1.77, 3.58)  0.0001
C (-0.49, -2.71, 0.30)  0.0109
C (0.86, -2.73, -0.63)  0.0202
C (2.20, -2.07, 0.13)  0.0030
C (1.26, -4.34, -0.82)  0.0146
N (0.72, -2.17, -2.02)  0.3528
O (1.63, -1.26, -2.35)  0.5414
C (-0.68, -1.86, -2.44)  0.0238
C (-1.36, -3.28, -2.99)  0.0063
C (-0.56, -0.89, -3.80)  -0.0026
C (-1.63, -1.05, -1.39)  0.0176
H (2.18, 5.40, -1.53)  0.0000
H (2.23, 6.28, 0.22)  0.0000
H (0.70, 5.14, -0.27)  0.0000
H (1.43, 3.21, -1.43)  0.0000
H (3.10, 2.43, -1.05)  0.0000
H (1.04, 2.57, 1.42)  0.0000
H (2.33, 1.16, 0.95)  0.0000
H (-0.61, 1.98, -0.25)  0.0003
H (0.46, 0.78, -1.23)  0.0021
H (-1.13, 0.56, 1.61)  0.0001
H (0.50, -0.37, 1.55)  0.0000
H (-3.42, -2.12, 0.51)  0.0001
H (-3.23, -0.27, 0.83)  0.0001
H (-5.11, -1.56, 2.70)  0.0000
H (-5.41, -2.00, 5.38)  0.0000
H (-2.35, -3.12, 7.93)  0.0000
H (-3.24, -1.37, 8.12)  0.0000
H (-4.23, -3.02, 7.81)  0.0000
H (-0.57, -2.21, 5.93)  0.0000
H (-0.27, -1.68, 3.12)  0.0001
H (-0.16, -2.99, 1.38)  0.0010
H (-1.30, -3.49, -0.05)  0.0001
H (2.17, -2.44, 1.26)  0.0000
H (2.16, -0.90, 0.18)  0.0013
H (3.22, -2.49, -0.31)  -0.0005
H (1.94, -4.63, 0.10)  0.0012
H (0.27, -5.00, -0.88)  0.0000
H (1.92, -4.46, -1.79)  0.0001
H (-1.50, -4.08, -2.14)  0.0000
H (-2.42, -3.09, -3.49)  0.0005
H (-0.61, -3.74, -3.78)  0.0008
H (0.14, -1.37, -4.61)  -0.0004
H (-0.25, 0.21, -3.49)  0.0000
H (-1.66, -0.80, -4.22)  -0.0004
H (-2.72, -1.55, -1.50)  0.0013
H (-1.81, 0.08, -1.72)  0.0009
C (2.86, 4.13, 4.91)  0.0000
C (1.80, 4.29, 3.83)  0.0000
C (1.02, 5.58, 4.01)  0.0000
O (0.91, 3.18, 3.89)  0.0000
H (2.41, 4.09, 5.91)  0.0000
H (3.41, 3.19, 4.78)  0.0000
H (3.58, 4.96, 4.88)  0.0000
H (2.27, 4.28, 2.85)  0.0000
H (0.50, 5.59, 4.98)  0.0000
H (0.25, 5.67, 3.24)  0.0000
H (1.68, 6.45, 3.96)  0.0000
H (0.48, 3.18, 4.77)  0.0000
C (7.27, 1.70, -1.84)  0.0000
C (7.42, 2.56, -0.60)  0.0000
C (6.09, 3.16, -0.18)  0.0000
O (8.34, 3.62, -0.87)  0.0000
H (6.90, 2.28, -2.69)  0.0000
H (8.24, 1.28, -2.14)  0.0000
H (6.58, 0.87, -1.66)  0.0000
H (7.83, 1.97, 0.22)  0.0000
H (5.67, 3.80, -0.96)  0.0000
H (6.21, 3.79, 0.71)  0.0000
H (5.36, 2.37, 0.05)  0.0000
H (7.98, 4.15, -1.60)  0.0000
C (-4.82, -0.78, -4.90)  0.0000
C (-4.67, 0.08, -3.66)  0.0001
C (-6.01, 0.68, -3.24)  0.0000
O (-3.75, 1.14, -3.93)  0.0000
H (-5.20, -0.20, -5.75)  0.0000
H (-3.86, -1.20, -5.20)  0.0000
H (-5.52, -1.61, -4.72)  0.0000
H (-4.26, -0.51, -2.84)  0.0001
H (-6.42, 1.32, -4.02)  0.0000
H (-5.88, 1.31, -2.35)  0.0000
H (-6.73, -0.10, -3.01)  0.0000
H (-4.11, 1.67, -4.66)  0.0000
C (7.80, 3.65, 3.76)  0.0000
C (7.07, 2.42, 4.28)  0.0000
C (7.66, 1.14, 3.68)  0.0000
O (5.69, 2.50, 3.94)  0.0000
H (7.71, 3.73, 2.67)  0.0000
H (7.36, 4.56, 4.19)  0.0000
H (8.86, 3.62, 4.02)  0.0000
H (7.14, 2.38, 5.37)  0.0000
H (7.56, 1.14, 2.59)  0.0000
H (7.12, 0.26, 4.05)  0.0000
H (8.72, 1.04, 3.94)  0.0000
H (5.62, 2.54, 2.97)  0.0000
C (-0.69, 1.11, 11.09)  0.0000
C (-1.19, 0.22, 9.96)  0.0000
C (-0.57, 0.63, 8.63)  0.0000
O (-2.61, 0.32, 9.87)  0.0000
H (-0.97, 2.16, 10.91)  0.0000
H (-1.16, 0.82, 12.04)  0.0000
H (0.39, 1.05, 11.19)  0.0000
H (-0.94, -0.82, 10.18)  0.0000
H (-0.85, 1.66, 8.37)  0.0000
H (-0.95, -0.01, 7.82)  0.0000
H (0.52, 0.55, 8.66)  0.0000
H (-2.84, 1.24, 9.68)  0.0000
C (0.69, -4.30, -6.73)  0.0000
C (0.05, -5.67, -6.53)  0.0000
C (0.50, -6.65, -7.60)  0.0000
O (-1.37, -5.53, -6.57)  0.0000
H (0.41, -3.87, -7.69)  0.0000
H (0.35, -3.60, -5.96)  0.0000
H (1.78, -4.37, -6.68)  0.0000
H (0.31, -6.06, -5.54)  0.0000
H (0.20, -6.30, -8.60)  0.0000
H (0.01, -7.62, -7.45)  0.0000
H (1.58, -6.79, -7.58)  0.0000
H (-1.61, -5.18, -7.45)  0.0000
C (0.96, -10.38, -11.61)  0.0000
C (1.26, -9.37, -10.51)  0.0000
C (1.92, -10.04, -9.31)  0.0000
O (0.04, -8.75, -10.10)  0.0000
H (0.27, -11.16, -11.25)  0.0000
H (0.48, -9.89, -12.46)  0.0000
H (1.88, -10.87, -11.96)  0.0000
H (1.91, -8.59, -10.90)  0.0000
H (1.26, -10.80, -8.88)  0.0000
H (2.11, -9.30, -8.52)  0.0000
H (2.86, -10.51, -9.59)  0.0000
H (-0.54, -9.45, -9.75)  0.0000
C (-2.53, 4.84, 7.45)  0.0000
C (-3.57, 3.73, 7.60)  0.0000
C (-4.89, 4.12, 6.95)  0.0000
O (-3.78, 3.47, 8.99)  0.0000
H (-2.87, 5.76, 7.94)  0.0000
H (-1.59, 4.55, 7.93)  0.0000
H (-2.33, 5.05, 6.40)  0.0000
H (-3.19, 2.81, 7.15)  0.0000
H (-5.31, 5.01, 7.42)  0.0000
H (-5.62, 3.32, 7.08)  0.0000
H (-4.76, 4.31, 5.88)  0.0000
H (-4.11, 4.29, 9.40)  0.0000
C (-4.13, 4.58, -5.52)  0.0000
C (-5.19, 4.74, -6.60)  0.0000
C (-5.97, 6.03, -6.42)  0.0000
O (-6.09, 3.63, -6.54)  0.0000
H (-4.58, 4.55, -4.53)  0.0000
H (-3.58, 3.64, -5.66)  0.0000
H (-3.41, 5.41, -5.55)  0.0000
H (-4.72, 4.73, -7.59)  0.0000
H (-6.49, 6.04, -5.46)  0.0000
H (-6.74, 6.12, -7.20)  0.0000
H (-5.32, 6.90, -6.48)  0.0000
H (-6.51, 3.63, -5.67)  0.0000

Properties
- LUMO (alpha / beta): 0.018 / 0.012 Eh
- Orbital gap (alpha / beta): 0.309 / 0.303 hartree
- Multiplicity: 2
- E_HOMO (alpha / beta): -7.92 / -7.92 eV

---

# 3
Here is a structure of composition C19H21N3O at a distorted geometry from the OMol25 dataset. Energies are from ωB97M-V with the def2-TZVPD basis set.

Each line ends with the natural charge from an NBO analysis.
Atoms and positions in Å:
C (2.45, 2.58, -3.45)  -0.6513
C (2.02, 1.29, -2.66)  0.0862
N (1.03, 0.40, -3.01)  -0.3185
N (1.04, -0.47, -2.21)  -0.1243
C (1.91, -0.24, -1.37)  0.1644
C (2.81, 0.92, -1.67)  -0.2978
H (3.76, 1.40, -1.14)  0.2619
C (2.31, -1.38, -0.36)  -0.6381
H (2.37, -2.38, -0.77)  0.2094
H (3.31, -1.10, 0.21)  0.2228
H (1.75, -1.46, 0.43)  0.2047
C (0.04, -1.51, -2.46)  -0.2932
H (-0.36, -1.51, -3.36)  0.2712
C (-1.12, -0.83, -1.65)  0.6969
O (-2.09, -0.16, -2.39)  -0.5435
N (-1.03, -0.62, -0.26)  -0.4624
C (-0.92, -1.57, 0.73)  0.1721
C (-0.65, -3.00, 0.49)  -0.2312
C (-0.54, -4.01, 1.61)  -0.2020
C (-0.33, -3.31, 2.89)  -0.2008
C (-0.74, -1.96, 2.96)  -0.1803
C (-0.70, -1.16, 1.91)  -0.1544
C (-1.15, 0.14, 1.78)  -0.0356
C (-1.22, 0.48, 0.48)  0.1730
C (-1.83, 1.57, -0.34)  -0.3850
H (-2.79, 1.74, -0.44)  0.2134
C (-1.53, 3.04, 0.92)  -0.3579
C (-2.06, 2.34, 2.19)  -0.4324
C (-1.27, 1.38, 2.82)  -0.4145
H (-0.37, 1.61, 3.27)  0.2257
H (-1.95, 0.79, 3.63)  0.2120
H (-3.23, 2.29, 1.97)  0.2278
H (-1.99, 3.31, 2.93)  0.2016
H (-0.43, 3.12, 1.00)  0.1827
H (-1.87, 3.89, 0.50)  0.1998
H (-1.00, 1.75, -1.04)  0.2335
H (-0.86, -1.59, 3.97)  0.2137
H (-0.06, -3.90, 3.85)  0.2173
H (-0.30, -4.95, 1.45)  0.1988
H (-0.59, -3.60, -0.58)  0.2155
H (0.41, -2.27, -1.61)  0.2656
H (1.94, 2.76, -4.31)  0.2207
H (3.44, 2.59, -4.05)  0.2185
H (2.39, 3.59, -2.87)  0.2139

Properties
- LUMO: -0.006 Eh
- Orbital gap: 0.291 hartree
- E_HOMO: -8.09 eV
- ΔE to the lowest compared entry with this formula, charge and spin: 369.9 kcal/mol